No. 1
A single C3H6P2 molecule at a distorted geometry. Source: OMol25; level of theory: ωB97M-V with the def2-TZVPD basis set.

The geometry in XYZ format:
```
11
Properties=species:S:1:pos:R:3:forces:R:3
C 1.175 -0.646 0.949 -0.145 0.013 -3.154
C -0.593 -0.159 -0.415 0.994 0.397 0.940
C 1.844 -0.032 -0.265 -2.529 0.457 2.095
P -2.331 -0.394 0.133 0.343 -1.870 -0.259
P 0.676 -1.438 -0.696 -1.241 2.000 0.960
H 1.630 1.015 -0.417 -0.258 0.106 -0.685
H 2.788 -0.241 -0.549 3.280 -1.104 -0.290
H -2.511 0.671 0.965 0.289 0.938 0.948
H -2.911 0.347 -0.860 -0.464 0.377 -1.074
H -0.255 0.914 -0.355 -0.286 -1.420 -0.285
H 0.486 -0.036 1.512 0.016 0.105 0.805
```
Forces are in eV/Å.

Output
HOMO energy (spin up / spin down) ... -8.4 / -8.4 eV
E_tot ... -800.4163 Ha
ΔE to the lowest compared entry with this formula, charge and spin ... 3.9992 eV
Maximum force ... 0.068 hartree/bohr
SMILES ... PC=P1=CC1
Charge ... 0

=====

No. 2
2 unconnected molecules or ions with the total composition C3H6S2 at a distorted geometry. Source: OMol25; level of theory: ωB97M-V with the def2-TZVPD basis set.

The geometry in XYZ format:
```
11
Properties=species:S:1:pos:R:3:forces:R:3
C 1.454 1.069 0.016 0.177 -2.916 0.427
C -1.669 -0.013 -0.361 0.465 -0.648 -2.372
C -0.596 -0.717 0.391 2.105 0.847 0.923
S 2.802 0.110 -0.115 -1.205 0.698 0.786
S 0.321 -2.002 -0.040 -1.000 -0.176 0.178
H 1.606 2.089 0.058 0.957 2.403 -0.566
H -1.267 0.981 -0.569 -0.115 -0.023 -0.084
H -2.455 0.123 0.310 -1.646 0.275 1.009
H -2.080 -0.457 -1.363 1.103 0.440 2.011
H -0.210 -0.144 1.329 -1.367 -1.185 -1.442
H 2.093 -1.039 0.345 0.526 0.283 -0.870
```
Forces are in eV/Å.

Output
HOMO energy ... -8.1 eV
E_tot ... -914.1122 Ha
ΔE to the lowest compared entry with this formula, charge and spin ... 4.4492 eV
Maximum force ... 0.057 hartree/bohr
Charge ... 0

=====

No. 3
A molecular structure, C3H6S2 at a distorted geometry. Source: OMol25; level of theory: ωB97M-V with the def2-TZVPD basis set.

The geometry in XYZ format:
```
11
Properties=species:S:1:pos:R:3:forces:R:3
C 1.689 -0.976 0.797 3.177 -4.260 0.128
C -0.201 0.540 -0.635 -4.601 0.226 4.257
C -1.842 1.088 -0.490 2.240 -3.270 -1.596
H 1.331 -1.790 0.030 0.495 1.570 1.432
H 2.678 -0.581 0.373 -1.375 -0.582 0.714
H 2.079 -1.756 1.902 -1.692 3.005 -3.261
H -2.526 0.330 0.051 1.113 0.063 -2.082
H -1.753 1.606 0.356 0.092 4.000 2.661
H -2.114 1.510 -1.490 -0.104 -0.255 1.435
S 0.512 0.286 0.994 -1.100 1.292 0.341
S 0.148 -0.259 -1.885 1.755 -1.790 -4.029
```
Forces are in eV/Å.

Output
HOMO energy ... -8.5 eV
E_tot ... -914.1537 Ha
ΔE to the lowest compared entry with this formula, charge and spin ... 3.3189 eV
Maximum force ... 0.122 hartree/bohr
Charge ... 0

=====

No. 4
2 unconnected molecules or ions with the total composition C3H6S2 at a distorted geometry. Source: OMol25; level of theory: ωB97M-V with the def2-TZVPD basis set.

The geometry in XYZ format:
```
11
Properties=species:S:1:pos:R:3:forces:R:3
C 0.446 1.030 0.143 -1.463 1.055 0.074
C 1.740 0.539 0.657 -1.059 -1.508 -0.985
C 0.511 -0.265 0.148 0.343 0.695 0.592
S -2.954 0.494 -0.647 -0.392 0.830 -1.364
S 0.090 -1.948 -0.038 -0.767 1.355 -0.328
H -0.095 1.988 -0.035 0.411 -1.267 0.102
H -2.952 0.173 -1.999 0.043 0.091 1.224
H 2.476 0.475 -0.083 1.777 0.270 -0.623
H 2.071 0.432 1.667 -0.151 0.313 0.802
H -2.603 -0.694 -0.234 0.249 -0.932 0.121
H 1.270 -2.224 0.421 1.008 -0.904 0.386
```
Forces are in eV/Å.

Output
HOMO energy ... -8.7 eV
E_tot ... -914.1566 Ha
ΔE to the lowest compared entry with this formula, charge and spin ... 3.2397 eV
Maximum force ... 0.041 hartree/bohr
SMILES ... SC1=CC1.S
Charge ... 0

=====

No. 5
2 unconnected molecules or ions with the total composition C3H6S4 at a distorted geometry. Source: OMol25; level of theory: ωB97M-V with the def2-TZVPD basis set.

The geometry in XYZ format:
```
13
Properties=species:S:1:pos:R:3:forces:R:3
C -0.254 2.072 0.453 -0.902 -2.081 -0.037
C -0.215 0.958 -0.554 0.880 0.305 0.758
C 0.697 -1.403 0.013 -0.483 1.040 0.059
S -1.808 1.018 0.117 -0.181 0.627 -0.014
S 0.302 -1.133 1.707 0.075 -0.518 -0.138
S 2.413 -1.708 -0.239 -0.662 0.387 -1.661
S -0.579 -2.207 -0.954 0.662 0.301 0.520
H -0.060 1.988 1.531 0.541 -0.410 -0.707
H -0.287 3.063 0.088 -0.144 0.986 -0.340
H -0.120 1.210 -1.609 0.288 -0.235 0.123
H -0.981 -0.914 1.336 0.090 0.227 0.764
H 2.350 -1.499 -1.625 0.194 -0.247 1.320
H -1.457 -1.444 -0.264 -0.357 -0.382 -0.647
```
Forces are in eV/Å.

Output
HOMO energy (spin up / spin down) ... -7.2 / -7.8 eV
E_tot ... -1710.4886 Ha
ΔE to the lowest compared entry with this formula, charge and spin ... 3.5341 eV
Maximum force ... 0.044 hartree/bohr
Charge ... 0

=====

No. 6
2 unconnected molecules or ions with the total composition C3H7BF4O7SSi at a distorted geometry. Source: OMol25; level of theory: ωB97M-V with the def2-TZVPD basis set.

The geometry in XYZ format:
```
24
Properties=species:S:1:pos:R:3:forces:R:3
O -1.121 -1.804 -0.913 3.688 1.406 0.808
B -0.108 -1.241 -0.066 -2.300 -2.237 0.515
O -0.078 -1.748 1.289 0.177 1.840 -1.734
C 0.955 -0.148 -0.619 0.626 0.492 -0.371
Si 0.192 1.471 -1.242 2.606 0.073 -0.627
F 1.366 2.223 -2.282 -1.824 -0.926 1.497
C -0.094 2.781 0.173 -1.921 -1.054 0.071
O 0.494 4.081 -0.100 1.903 -0.681 1.364
C 1.814 4.207 0.269 0.056 1.111 -1.350
F 2.415 3.109 0.836 -1.111 1.845 -0.596
F 1.916 5.317 1.122 0.218 -2.012 -1.038
F 2.562 4.533 -0.869 -0.919 -0.423 2.031
H -0.920 -2.798 -0.895 -1.611 -0.571 0.739
H -0.090 -1.010 1.924 0.352 -0.561 -0.203
H 1.788 0.101 0.113 -1.022 -0.252 -0.700
H 1.475 -0.626 -1.523 -0.840 0.599 1.058
H -1.038 1.319 -2.021 -0.077 0.097 -0.103
H -1.228 2.948 0.155 1.574 0.073 0.119
H 0.118 2.360 1.204 0.076 0.777 -1.135
O -1.292 -4.480 -0.449 0.926 0.726 -1.117
S -2.086 -5.016 0.693 -0.668 -0.268 1.012
O -3.340 -5.612 0.176 -0.215 -0.127 -0.338
O -2.407 -3.914 1.630 -0.034 0.306 0.097
O -1.292 -6.052 1.394 0.340 -0.235 0.003
```
Forces are in eV/Å.

Output
HOMO energy ... 0.5 eV
E_tot ... -1757.3521 Ha
Maximum force ... 0.078 hartree/bohr
Charge ... -2

=====

No. 7
2 unconnected molecules or ions with the total composition C3H7BNO3 at a distorted geometry. Source: OMol25; level of theory: ωB97M-V with the def2-TZVPD basis set.

The geometry in XYZ format:
```
15
Properties=species:S:1:pos:R:3:forces:R:3
B 3.245 0.128 0.649 2.175 -1.285 0.342
C -3.635 0.956 0.138 1.415 0.394 0.760
C 0.966 -1.567 -0.884 1.290 -1.604 -0.393
C 0.840 0.611 0.289 0.443 -0.202 1.398
N 0.319 -0.633 -0.360 -2.541 0.870 -0.301
O -2.646 0.229 0.169 -1.663 0.006 -0.547
O 4.239 -0.528 0.891 -0.773 0.312 0.184
O 2.257 0.797 0.131 -3.391 0.508 -0.645
H -4.731 0.713 0.029 1.112 -0.568 -0.125
H -3.407 2.019 0.330 -0.536 0.083 -0.207
H 2.085 -1.430 -0.972 -1.288 -0.767 0.047
H 0.350 -2.485 -1.144 1.327 1.172 -0.198
H 0.332 1.456 -0.190 0.198 -0.213 0.331
H 0.543 0.465 1.396 0.493 0.564 -1.717
H -0.756 -0.732 -0.471 1.737 0.730 1.070
```
Forces are in eV/Å.

Output
HOMO energy ... -14.3 eV
E_tot ... -423.5732 Ha
ΔE to the lowest compared entry with this formula, charge and spin ... 0.0397 eV
Maximum force ... 0.068 hartree/bohr
Charge ... +1

=====

No. 8
A single C3H7BO molecule at a distorted geometry. Source: OMol25; level of theory: ωB97M-V with the def2-TZVPD basis set.

The geometry in XYZ format:
```
12
Properties=species:S:1:pos:R:3:forces:R:3
B -2.577 -0.069 -0.325 0.349 -0.595 -0.131
C 0.594 -0.196 0.010 2.495 0.891 0.799
C -0.105 0.806 0.457 -4.715 -2.860 -1.296
C 2.167 -0.226 0.085 -1.215 -0.987 -2.689
O -1.843 0.675 0.440 4.937 2.080 1.502
H -2.209 -0.808 -1.093 1.105 -1.152 -1.552
H -3.685 -0.094 -0.132 -2.079 0.350 0.447
H 0.099 -0.978 -0.450 -0.977 -1.622 -0.845
H 0.060 1.682 0.943 0.437 2.223 1.206
H 2.518 -0.197 -1.079 -0.491 0.586 2.919
H 2.385 0.630 0.729 0.960 -0.310 -0.473
H 2.596 -1.225 0.415 -0.808 1.395 0.113
```
Forces are in eV/Å.

Output
HOMO energy ... -10.0 eV
E_tot ... -218.5111 Ha
ΔE to the lowest compared entry with this formula, charge and spin ... 1.9737 eV
Maximum force ... 0.110 hartree/bohr
SMILES ... BO/C=C/C
Charge ... 0

=====

No. 9
2 unconnected molecules or ions with the total composition C3H7BO2 at a distorted geometry. Source: OMol25; level of theory: ωB97M-V with the def2-TZVPD basis set.

The geometry in XYZ format:
```
13
Properties=species:S:1:pos:R:3:forces:R:3
B -1.379 0.950 -0.416 0.920 0.285 -0.393
C -2.019 -1.720 -1.433 -0.898 -0.137 -0.610
C 1.572 -0.276 1.203 3.144 -2.725 1.384
C 0.964 0.514 0.112 1.525 -3.310 -2.191
O -3.007 -1.691 -1.986 0.829 -0.037 0.483
O -0.382 0.333 0.209 -2.300 0.069 1.272
H -2.445 0.760 -0.048 -1.202 -0.335 0.406
H -1.149 1.654 -1.321 0.147 0.566 -0.548
H 1.603 0.009 2.258 -0.475 0.798 -0.274
H 1.052 -1.232 1.194 -0.361 -0.024 0.106
H 2.662 -0.701 1.047 -1.781 1.448 -0.259
H 1.279 -0.099 -0.806 -0.120 1.248 0.697
H 1.249 1.499 -0.012 0.573 2.154 -0.075
```
Forces are in eV/Å.

Output
HOMO energy ... -10.6 eV
E_tot ... -293.8088 Ha
ΔE to the lowest compared entry with this formula, charge and spin ... 2.6522 eV
Maximum force ... 0.085 hartree/bohr
Charge ... 0

=====

No. 10
2 unconnected molecules or ions with the total composition C3H7BO2 at a distorted geometry. Source: OMol25; level of theory: ωB97M-V with the def2-TZVPD basis set.

The geometry in XYZ format:
```
13
Properties=species:S:1:pos:R:3:forces:R:3
B -1.981 -0.050 0.179 0.715 1.120 -0.637
C -0.504 0.210 0.367 3.179 1.150 3.668
C 0.562 -0.198 -0.302 -0.834 -1.339 -0.256
C 1.971 -0.107 0.084 -0.597 -0.033 0.572
O -2.374 -0.457 -1.091 -1.441 -1.269 1.498
O -2.823 0.260 1.198 -2.535 -1.966 -0.529
H 0.142 0.742 1.938 -1.883 -0.825 -3.647
H 0.409 -0.992 -1.067 -0.329 1.093 -0.226
H 2.065 0.297 1.050 -0.248 -0.169 1.907
H 2.555 0.629 -0.368 0.920 0.893 -2.046
H 2.378 -1.084 -0.003 0.897 -0.686 0.005
H -3.200 -0.960 -0.865 0.682 0.542 -1.248
H -3.694 -0.215 0.970 1.473 1.487 0.939
```
Forces are in eV/Å.

Output
HOMO energy ... -9.5 eV
E_tot ... -293.7969 Ha
ΔE to the lowest compared entry with this formula, charge and spin ... 2.9773 eV
Maximum force ... 0.097 hartree/bohr
Charge ... 0

=====

No. 11
A single C3H7BO2 molecule at a distorted geometry. Source: OMol25; level of theory: ωB97M-V with the def2-TZVPD basis set.

The geometry in XYZ format:
```
13
Properties=species:S:1:pos:R:3:forces:R:3
B 1.962 0.115 -0.094 -1.661 -3.200 1.493
C 0.480 0.561 -0.041 -2.240 0.403 0.321
C -0.516 -0.387 -0.008 2.009 -0.489 -0.393
C -1.975 0.036 0.014 0.951 -2.732 1.031
O 2.126 -1.297 0.186 1.144 0.926 -0.739
O 2.959 0.967 -0.119 -1.194 2.690 -0.843
H 0.138 1.673 0.096 0.874 -2.057 -0.416
H -0.141 -1.475 -0.143 -1.081 1.826 0.362
H -2.675 -0.524 0.698 1.097 0.756 -0.041
H -2.358 -0.277 -0.929 -0.489 0.697 -1.164
H -1.799 1.047 0.234 -1.324 1.602 -0.042
H 3.032 -1.686 0.133 -1.113 0.746 0.018
H 3.798 0.644 0.008 3.027 -1.168 0.412
```
Forces are in eV/Å.

Output
HOMO energy ... -9.3 eV
E_tot ... -293.8946 Ha
ΔE to the lowest compared entry with this formula, charge and spin ... 0.3184 eV
Maximum force ... 0.076 hartree/bohr
SMILES ... C/C=C/B(O)O
Charge ... 0

=====

No. 12
A molecular structure, C3H7BO3 at a distorted geometry. Source: OMol25; level of theory: ωB97M-V with the def2-TZVPD basis set.

The geometry in XYZ format:
```
14
Properties=species:S:1:pos:R:3:forces:R:3
B 1.825 -0.646 0.947 -3.845 1.274 -3.238
C 0.226 -0.073 -1.530 -0.783 1.472 -8.528
C 0.184 -0.211 -0.221 4.522 -2.558 12.619
C -1.937 0.802 0.336 -0.253 0.371 0.037
O 1.583 -1.156 2.153 -0.462 -0.406 1.081
O 3.001 -0.474 0.332 0.820 0.167 -0.766
O -0.809 0.014 0.669 -0.325 -0.151 -0.891
H -0.632 0.218 -2.121 0.018 0.030 -0.159
H 1.133 -0.274 -2.067 0.143 -0.084 -0.090
H -1.887 1.201 -0.675 -0.013 -0.013 -0.021
H -1.968 1.639 1.045 -0.047 -0.101 -0.148
H -2.839 0.200 0.456 0.070 0.033 -0.014
H 2.334 -1.442 2.680 0.059 0.060 -0.040
H 3.800 -0.767 0.774 0.096 -0.092 0.159
```
Forces are in eV/Å.

Output
HOMO energy (spin up / spin down) ... -4.0 / -9.2 eV
E_tot ... -368.9246 Ha
ΔE to the lowest compared entry with this formula, charge and spin ... 2.4650 eV
Maximum force ... 0.265 hartree/bohr
Charge ... 0
Multiplicity ... 3